Computed, not measured: a cluster of 26 separate species, C24H100O26 in total at a distorted geometry, with ωB97M-V/def2-TZVPD.

CARTESIAN COORDINATES (ANGSTROEM)
O -3.00556 -1.63110 0.46125
H -2.68020 -1.90463 -0.39639
H -3.74422 -1.05479 0.26509
O -1.05486 1.79958 4.61672
H -0.34797 1.23846 4.93557
H -1.16315 1.55091 3.69874
O -0.40929 0.45802 0.03099
H -1.10080 0.44138 0.69262
H -0.10183 -0.44716 -0.01761
O -2.39834 1.03791 2.26943
H -2.42103 0.08350 2.19992
H -3.14721 1.25600 2.82426
O -4.62235 2.66707 0.15367
H -4.21326 2.25330 -0.60638
H -4.08533 2.38976 0.89592
O -4.04609 -4.52672 1.71568
H -3.42790 -4.74525 2.41305
H -3.86904 -3.60715 1.51748
O -0.82287 -4.55039 2.05675
H -0.18143 -4.48056 1.34970
H -0.38198 -4.17459 2.81874
O -3.48014 -2.02023 -2.08012
H -4.28551 -1.60273 -1.77465
H -3.77857 -2.73061 -2.64804
O -5.31092 -0.53529 -0.24082
H -5.93922 -1.13159 0.16649
H -5.79441 -0.13379 -0.96280
O 3.09191 0.67548 -3.73137
H 3.27018 0.15091 -2.95081
H 2.27896 0.31308 -4.08354
O 1.52200 4.23968 3.05360
H 1.80529 4.78268 3.78921
H 0.57178 4.17923 3.15189
O -0.51114 4.05364 -0.05483
H 0.34842 4.29900 0.28750
H -0.38203 3.98491 -1.00079
O 0.12220 -3.84404 -0.36629
H 0.18693 -3.80014 -1.32028
H 0.46846 -3.00465 -0.06337
O 0.94825 1.90215 -1.80883
H 0.48858 1.45088 -1.10081
H 1.53653 2.51153 -1.36294
O -5.06458 0.03779 2.92562
H -5.10268 -0.09718 1.97874
H -5.97393 0.18934 3.18321
O -1.13431 4.96051 3.85358
H -1.68930 4.73883 3.10587
H -1.66746 4.74789 4.61959
O -1.94000 1.52668 -2.25026
H -1.14722 1.81211 -2.70442
H -1.61952 1.03795 -1.49219
O 1.29362 -1.58826 0.96979
H 2.18823 -1.27404 1.10085
H 1.14754 -2.20322 1.68862
C 0.19134 4.08740 -4.19586
C -0.75024 5.06497 -4.90088
C -0.34014 6.53306 -4.67389
O -0.56673 4.93197 -6.35275
H 0.00414 3.03408 -4.40463
H -0.06229 4.17069 -3.13904
H 1.27118 4.17363 -4.31672
H -1.77901 4.79887 -4.65818
H 0.66028 6.69405 -5.07556
H -0.15174 6.71087 -3.61512
H -1.05848 7.20018 -5.15036
H -1.13773 5.49495 -6.88059
C 0.45015 -3.09946 -4.00442
C 1.43520 -2.56858 -5.00719
C 1.10172 -2.99844 -6.44288
O 1.55265 -1.14281 -4.96408
H 0.75492 -2.71820 -3.02982
H 0.68763 -4.15162 -3.84732
H -0.62787 -3.00905 -4.13777
H 2.44049 -2.93194 -4.79403
H 1.84934 -2.66516 -7.16266
H 0.11200 -2.61189 -6.68609
H 1.01745 -4.08453 -6.40566
H 2.15389 -0.90827 -5.67478
C -3.06010 -1.65353 5.59938
C -1.80137 -2.38081 6.12557
C -1.86885 -3.89796 5.94039
O -0.62129 -1.88493 5.50922
H -3.19769 -1.87506 4.54104
H -3.01876 -0.57561 5.75589
H -3.99689 -1.98578 6.04674
H -1.80268 -2.29105 7.21188
H -0.93807 -4.40299 5.68212
H -2.53094 -4.07241 5.09226
H -2.38047 -4.28977 6.81949
H -0.43761 -0.95029 5.62884
C 2.66471 -0.00431 4.08383
C 3.30485 0.96111 3.10343
C 4.82881 1.11335 3.01577
O 3.04051 0.49201 1.80682
H 1.59809 0.19839 4.18034
H 2.95647 0.37973 5.06133
H 2.81544 -1.08353 4.10938
H 2.92006 1.97720 3.19066
H 5.14468 1.39492 4.02028
H 5.01513 1.83635 2.22162
H 5.31482 0.16461 2.78820
H 2.59585 1.23950 1.40046
C 2.45360 5.19529 -1.08813
C 3.29412 4.35813 -0.11269
C 3.98635 5.35734 0.84618
O 2.34857 3.63753 0.65399
H 2.05403 4.58449 -1.89768
H 2.99662 6.00149 -1.58136
H 1.61540 5.75990 -0.67982
H 4.00686 3.70677 -0.61850
H 3.32890 5.97482 1.45819
H 4.56882 6.06413 0.25519
H 4.83402 5.00894 1.43625
H 2.11848 3.99296 1.51557
C 5.79635 -4.26967 -1.31324
C 4.30021 -4.40702 -1.08220
C 3.58509 -3.08032 -1.29360
O 3.70108 -5.45414 -1.80898
H 6.40244 -5.08526 -1.70764
H 6.37707 -3.90764 -0.46482
H 5.97354 -3.54994 -2.11242
H 4.17771 -4.79652 -0.07156
H 2.57508 -3.46992 -1.42085
H 3.86121 -2.75490 -2.29658
H 3.59475 -2.29760 -0.53509
H 3.63085 -5.30779 -2.75516
C -6.26883 1.35455 -4.39999
C -4.78424 1.29504 -4.14191
C -3.94111 2.32986 -4.91182
O -4.64551 1.70936 -2.85288
H -6.74386 0.66888 -3.69834
H -6.53578 1.14680 -5.43617
H -6.68755 2.34143 -4.20298
H -4.47199 0.26022 -4.28238
H -2.91462 2.48738 -4.58075
H -4.46374 3.27661 -4.77541
H -3.92074 2.26711 -5.99982
H -3.71355 1.65233 -2.62973
C 1.36928 -5.20290 4.49231
C 1.94117 -3.99556 3.71132
C 2.73119 -4.25108 2.46917
O 1.00866 -2.96096 3.46536
H 0.63298 -5.70207 3.86239
H 0.89166 -4.82789 5.39748
H 2.05605 -5.98080 4.82597
H 2.53886 -3.51449 4.48555
H 2.99418 -3.31873 1.96952
H 2.21399 -4.80113 1.68301
H 3.66801 -4.71963 2.77073
H 0.48825 -2.87133 4.26706

Atomic forces in eV per Å
0.6 0.1 1.5
0.1 -0.3 -0.4
-0.1 0.1 -0.3
0.1 0.2 0.7
0.2 0.1 0.1
-0.2 -0.2 -0.7
-0.3 0.2 -0.4
-0.2 0.3 0.2
0.4 -0.5 0.2
0.5 0.4 -0.3
-0.2 -0.6 0.0
-0.5 -0.1 0.3
-0.4 0.1 0.2
0.1 0.0 -0.3
0.3 -0.1 0.1
-0.6 -0.2 0.1
0.4 -0.1 0.0
0.4 0.4 -0.2
-0.6 -0.5 0.5
-0.1 -0.1 -0.5
0.1 0.3 0.0
0.2 -0.1 -0.6
-0.3 0.2 0.2
0.1 -0.3 -0.2
-0.3 -0.1 0.0
-0.2 -0.4 0.1
-0.1 0.7 -0.3
0.8 0.6 -0.1
-0.1 -0.1 0.2
-0.3 -0.2 0.2
0.5 -0.1 0.0
0.1 0.2 0.1
-0.7 0.0 0.3
-0.7 0.2 0.4
0.4 -0.2 0.0
0.0 -0.2 -0.2
-0.1 -0.3 -0.3
0.0 -0.2 -0.2
0.4 0.7 0.2
0.1 0.2 -0.8
-0.3 -0.1 0.7
0.2 0.1 0.2
0.2 0.0 0.3
0.0 0.1 -0.5
-0.2 0.1 0.1
0.3 0.2 -0.1
-0.2 0.0 -0.4
0.0 -0.2 0.3
-0.7 0.1 -0.3
0.4 0.2 -0.1
0.3 -0.3 0.5
-0.5 -0.4 -0.8
0.3 0.7 0.1
-0.3 -0.1 0.8
-0.7 -0.4 0.4
1.6 0.8 -2.0
0.2 -0.9 1.0
0.2 -1.3 0.3
-0.4 0.0 -0.4
0.3 0.1 0.2
-0.1 0.7 -0.2
-0.1 0.3 0.2
-0.2 -0.2 -0.6
-0.7 0.4 0.2
0.1 0.2 0.4
-0.2 0.2 0.5
0.9 -0.5 1.3
0.2 0.4 -1.5
-0.5 -0.2 1.0
-0.8 -0.2 0.1
-0.4 0.6 0.1
-0.2 -0.4 -0.4
0.2 0.4 -0.4
0.0 -0.5 0.4
-0.1 -0.1 0.0
0.1 0.1 -0.2
0.2 -0.1 -0.5
0.1 0.2 -0.1
0.2 -0.4 -0.2
-0.9 0.1 0.5
-0.9 0.5 -1.0
0.5 -0.6 -0.2
0.2 0.2 -0.2
0.2 0.0 -0.1
0.2 -0.2 0.4
0.6 0.8 0.2
-0.1 0.2 0.6
-0.1 -0.3 -0.2
0.3 -0.4 -0.1
-0.5 0.0 0.3
-0.1 1.5 1.9
1.3 -1.0 -1.0
-0.6 -0.4 1.8
-1.4 0.1 -1.5
-0.3 -0.3 -0.8
0.5 -0.3 0.5
0.4 0.2 -0.8
-0.4 -0.1 0.5
0.7 0.5 -0.2
0.3 0.1 0.4
-0.1 0.0 -0.2
-0.3 -0.1 -0.9
0.4 0.3 -1.3
-1.2 2.7 1.8
1.7 0.4 -0.9
0.0 -2.3 -1.2
-0.1 -0.1 0.0
0.6 -0.2 -0.1
0.0 -0.4 0.7
-0.2 -0.1 0.1
-0.3 -0.4 -0.1
-0.3 0.4 -0.5
-0.5 -0.9 0.5
0.4 0.6 0.6
1.2 0.6 -1.0
1.2 -0.3 1.1
-1.0 -1.3 -0.8
-0.4 -0.5 -0.4
-0.7 -0.9 0.4
-0.4 0.2 0.3
-0.1 0.5 0.0
-0.2 0.4 0.3
-0.5 0.7 0.3
0.2 0.6 0.1
0.4 -0.2 -0.1
0.3 0.4 -0.1
-0.3 0.3 -0.5
0.3 0.8 -1.7
-0.8 0.4 -1.3
-0.4 -0.3 3.0
-0.2 -0.2 -0.2
0.0 -0.4 0.0
0.3 0.2 0.2
0.4 -0.2 -0.1
-0.1 -0.5 0.3
0.0 0.2 0.4
0.1 -0.6 -0.2
0.8 0.0 0.2
-0.7 0.1 -0.9
0.9 0.1 2.0
0.4 0.1 -0.3
-0.9 -0.6 -0.7
-0.2 -0.1 0.1
0.0 0.0 -0.1
0.5 0.4 -0.3
1.2 -0.2 -0.2
0.1 0.2 0.3
-0.1 -0.5 0.3
0.0 -0.3 -0.3
-0.5 0.7 0.4

Properties
LUMO level: -0.005 eV
Maximum force: 3.48 eV/Å
Electronic energy: -2930.556324 hartree
Highest occupied orbital energy: -9.8 eV
HOMO-LUMO gap: 9.8 eV

=====

Computed, not measured: a structure of composition C24H12F4N4Y at a distorted geometry, with ωB97M-V/def2-TZVPD.

CARTESIAN COORDINATES (ANGSTROEM)
Y -1.26970 1.61246 -0.73771
C -0.10941 2.56039 1.42772
C -1.42070 3.13547 1.46340
C -1.46420 4.11961 0.44794
C -0.25967 4.00906 -0.31757
C 0.59925 3.09247 0.31677
H 0.37041 1.85017 2.00777
H -2.25399 2.91212 2.14364
H -2.35247 4.68771 0.19995
H 0.08020 4.67497 -1.07137
H 1.55792 2.73138 0.12185
F 4.37721 -2.93793 -0.83766
C 3.52510 -2.72836 0.16323
C 3.39731 -3.64884 1.17095
F 4.17680 -4.70468 1.06940
C 2.29909 -3.57979 2.08307
C 1.19922 -2.76381 1.64016
C 1.28031 -1.87325 0.65158
F 0.16316 -1.26296 0.28683
C 2.54940 -1.69278 -0.06483
C 2.83658 -0.81316 -1.07013
C 1.78226 0.10023 -1.56594
N 0.77984 0.63105 -1.72081
C 4.14173 -0.57288 -1.55882
N 5.15148 -0.25904 -2.01364
F 0.00272 -2.96652 2.17091
C 2.24062 -4.11765 3.32340
C 3.43603 -4.59353 3.86862
N 4.41622 -4.86742 4.42257
C 1.10680 -4.29967 4.14879
N 0.17363 -4.34084 4.82132
C -2.35334 2.82121 -3.37938
C -2.89466 1.88834 -2.59651
C -2.48459 0.49444 -2.80536
C -2.63572 -0.45412 -1.81890
C -3.12292 -0.12498 -0.52353
C -3.88448 1.09115 -0.45117
C -3.74071 2.12305 -1.32337
H -2.63875 3.87982 -3.43537
H -1.75711 2.43788 -4.15565
H -2.03728 0.15288 -3.65919
H -2.36959 -1.49991 -1.92618
H -3.47751 -0.85995 0.16656
H -4.73598 0.99562 0.25851
H -4.38052 2.96060 -1.34184

Atomic forces in eV per Å
0.4 1.2 0.3
-1.0 0.9 -1.6
0.3 -0.3 0.3
0.1 -1.4 -1.0
0.1 0.6 0.6
-2.2 -0.3 1.3
0.3 -1.3 1.6
0.7 0.1 -0.2
0.3 0.2 0.0
-0.1 0.4 -0.7
1.5 0.1 -0.7
0.1 -0.1 0.7
-0.3 -1.4 1.0
1.0 1.1 -2.5
0.1 -0.2 0.9
-1.0 0.4 0.8
-1.0 -0.1 -0.6
1.1 -0.3 -0.3
-0.2 0.7 -0.3
-0.6 0.1 -0.5
-1.5 1.4 -0.1
0.8 -1.6 1.3
-0.1 0.6 -0.4
0.6 0.3 -0.8
-0.2 -0.1 0.2
0.2 0.1 0.3
0.4 -0.7 -0.8
2.3 -0.9 1.5
-0.9 0.2 -0.7
-1.1 0.7 0.4
0.3 -0.2 -0.1
-0.3 1.6 0.0
-0.9 -0.9 1.9
-1.2 -0.4 2.9
0.0 0.1 0.5
-0.8 1.0 -0.1
-1.1 -1.1 0.3
1.0 -1.2 -2.2
0.2 -0.5 0.4
0.8 -0.1 -1.1
0.9 -0.2 -2.4
0.3 0.1 -0.5
0.4 -0.6 0.2
1.0 0.9 -0.1
-0.5 0.9 0.2

Properties
Charge: +1
LUMO level (spin up / spin down): -6.328 / -6.329 eV
Maximum force: 3.17 eV/Å
Electronic energy: -1578.183702 hartree
Highest occupied orbital energy (spin up / spin down): -11.0 / -11.0 eV
HOMO-LUMO gap (spin up / spin down): 4.6 / 4.6 eV